(1)
Here is a molecular structure, C14H22ClI2O3P2Sc at a distorted geometry from the Open Molecules 2025 dataset. Energies are from ωB97M-V/def2-TZVPD.

Values from the calculation:
HOMO level (spin up / spin down): -14.07 / -14.07 eV
maximum force: 10.73 eV Å⁻¹
energy above the lowest of the compared OMol25 structures with the same formula, charge and spin: 3.597 eV
total charge: +2
LUMO level (spin up / spin down): -0.3007 / -0.3721 Ha
frontier orbital gap (spin up / spin down): 5.88 / 3.94 eV

CARTESIAN COORDINATES (ANGSTROEM)
I -0.0138 -2.6446 -4.4809
I -0.0249 1.5269 -6.0341
Sc -0.0006 -1.0298 -1.1925
P -2.3793 -0.2557 -1.3847
C -3.3188 -0.2864 -3.0092
C -3.4230 -1.5297 -0.4600
H -4.4369 -1.0648 -0.3440
H -4.1686 0.9966 -0.4553
H -3.0015 -1.6882 0.5305
H -2.6095 1.4352 0.2799
H -3.1211 -1.2129 -3.5048
H -3.5268 -2.4784 -1.0145
C -3.1146 1.2146 -0.6512
H -4.3598 -0.2083 -2.7344
H -3.0399 2.0514 -1.3460
H -2.9952 0.5718 -3.5498
P 2.3858 -0.2697 -1.3744
C 3.3321 -0.3032 -2.9957
C 3.1268 1.1959 -0.6370
H 2.9935 -1.7090 0.5392
H 4.4356 -1.0922 -0.3290
H 3.5197 -2.4989 -1.0057
C 3.4197 -1.5513 -0.4491
H 2.6190 1.4185 0.2918
H 4.1783 0.9710 -0.4367
H 4.3725 -0.2297 -2.7162
H 3.0147 0.5569 -3.5366
H 3.0608 2.0333 -1.3319
H 3.1327 -1.2287 -3.4924
C 0.0191 0.6956 -2.7776
O 0.0424 1.2452 -3.8505
Cl -0.0200 1.0875 7.3204
C -0.0098 0.7968 5.6169
C -0.0047 -0.5636 5.2398
C -0.0024 -0.7313 3.8263
C -0.0044 0.2782 2.8634
C -0.0120 1.5367 3.3895
C -0.0162 1.8710 4.7485
C -0.0082 -0.2079 1.3962
O -0.0005 -1.4631 1.0975
O 0.0018 0.5950 0.3214
H -0.0062 -1.3122 6.0895
H 0.0045 -1.7853 3.5732
H -0.0140 2.3743 2.7570
H -0.0263 2.8926 5.2135

***

(2)
Here is 2 unconnected molecules or ions with the total composition C2H2O5S at a distorted geometry from the Open Molecules 2025 dataset. Energies are from ωB97M-V/def2-TZVPD.

Values from the calculation:
HOMO level (spin up / spin down): 1.54 / 0.62 eV
maximum force: 2.38 eV Å⁻¹
energy above the lowest of the compared OMol25 structures with the same formula, charge and spin: 1.252 eV
total charge: -2
LUMO level (spin up / spin down): 0.2418 / 0.2391 Ha
frontier orbital gap (spin up / spin down): 5.04 / 5.88 eV

CARTESIAN COORDINATES (ANGSTROEM)
C -0.3538 -0.8668 1.6204
C 0.2219 -0.6526 0.2219
O -1.4477 -1.4984 1.6645
O 0.9907 1.3440 -2.5583
O 0.2536 -0.3486 2.6072
O -0.1146 3.2176 -1.3160
O -0.3358 -1.4176 -0.7488
S 0.8167 2.0308 -1.2695
H 1.1091 -0.0402 0.1035
H -1.1402 -1.7683 -0.3250

***

(3)
Here is a molecular structure, C31H19F9IMnN3OPSe at a distorted geometry from the Open Molecules 2025 dataset. Energies are from ωB97M-V/def2-TZVPD.

Values from the calculation:
HOMO level (spin up / spin down): -17.04 / -17.00 eV
maximum force: 1.70 eV Å⁻¹
energy above the lowest of the compared OMol25 structures with the same formula, charge and spin: 0.420 eV
total charge: +3
LUMO level (spin up / spin down): -0.4001 / -0.3924 Ha
2S+1: 4
frontier orbital gap (spin up / spin down): 6.15 / 6.32 eV

CARTESIAN COORDINATES (ANGSTROEM)
Mn -0.5282 -2.3190 0.2493
I 1.3693 -0.4059 -0.5986
C 3.0429 1.0796 -0.1055
C 4.3216 0.6477 0.0234
C 5.3186 1.6272 0.2120
C 5.0006 2.9574 0.2448
C 3.6642 3.3956 0.1115
C 3.2911 4.7575 0.0942
C 1.9902 5.1502 -0.0924
C 0.9789 4.1952 -0.2364
C 1.3006 2.8547 -0.1917
P -0.0499 1.6601 -0.2733
C -0.9599 1.8939 -1.8035
C -2.3154 2.2187 -1.8426
C -2.8909 2.5306 -3.0629
C -2.1308 2.5226 -4.2253
C -0.7865 2.1623 -4.1838
C -0.1961 1.8472 -2.9763
C -0.8706 1.5091 1.3440
C -1.6197 2.6199 1.7475
C -2.1435 2.6634 3.0290
C -1.9190 1.6189 3.9131
C -1.1941 0.5079 3.5037
C -0.6675 0.4448 2.2245
C 2.6318 2.4138 -0.0534
H 4.5909 -0.3938 -0.0256
H 6.3435 1.3018 0.2997
H 5.7854 3.6923 0.3570
H 4.0607 5.5059 0.2147
H 1.7311 6.1964 -0.1316
H -0.0421 4.5129 -0.3971
H -2.9085 2.2331 -0.9393
H -3.9371 2.7887 -3.1001
H -2.5915 2.7892 -5.1669
H -0.2082 2.1201 -5.0932
H 0.8423 1.5396 -2.9292
H -1.7877 3.4456 1.0724
H -2.7167 3.5220 3.3409
H -2.3060 1.6684 4.9207
H -1.0190 -0.3092 4.1870
H -0.0922 -0.4475 1.9408
Se -2.8451 -5.3901 1.2055
N -4.3442 -4.5977 1.0059
C -4.2017 -3.3018 0.7449
C -5.1635 -2.3052 0.5015
C -4.6893 -1.0226 0.3125
C -3.3226 -0.7310 0.3302
N -2.3725 -1.6455 0.5211
C -2.8262 -2.9097 0.7263
N -1.9426 -3.8887 0.9354
H -6.2163 -2.5377 0.4695
H -5.3823 -0.2129 0.1497
H -2.9854 0.2866 0.1806
F -0.1112 -5.8263 -0.8747
C 0.9030 -5.6259 -0.0385
F 1.7415 -6.6296 -0.0978
F 0.3531 -5.5888 1.1919
C 1.5652 -4.2354 -0.3313
O 0.6145 -3.3304 -0.6493
C 2.2560 -3.7262 0.9720
F 2.8684 -4.6137 1.6941
F 3.0875 -2.7123 0.7097
F 1.2571 -3.1304 1.7387
C 2.6164 -4.2872 -1.4919
F 2.1308 -4.8931 -2.5523
F 3.7468 -4.8523 -1.1191
F 2.8808 -3.0100 -1.8340

***

(4)
Here is a single C4H6N2O molecule at a distorted geometry from the Open Molecules 2025 dataset. Energies are from ωB97M-V/def2-TZVPD.

Values from the calculation:
HOMO level (spin up / spin down): -8.92 / -7.44 eV
maximum force: 3.78 eV Å⁻¹
energy above the lowest of the compared OMol25 structures with the same formula, charge and spin: 6.218 eV
LUMO level (spin up / spin down): 0.0002 / -0.0093 Ha
frontier orbital gap (spin up / spin down): 8.92 / 7.18 eV

CARTESIAN COORDINATES (ANGSTROEM)
C -2.9257 -0.8262 -0.1552
C -3.6923 0.3236 0.0607
C -0.3656 -0.6600 0.1190
C 1.1140 1.1537 -0.0261
N -1.6390 -1.2559 -0.0585
N -0.2344 0.6899 -0.1259
O -4.5288 1.1266 0.1441
H -3.5138 -1.6037 -0.4760
H -0.2358 -1.0617 1.1109
H 0.4252 -1.3324 -0.2147
H 1.8181 0.5986 0.5423
H 1.3421 1.3050 -1.0331
H 1.2314 2.1046 0.4488

***

(5)
Here is 3 unconnected molecules or ions with the total composition C15H34F5O4P from the Open Molecules 2025 dataset. Energies are from ωB97M-V/def2-TZVPD.

Values from the calculation:
HOMO level: -9.05 eV
maximum force: 0.83 eV Å⁻¹
SMILES: CCCCC[PH3]C(F)(F)C(F)(F)F.COCCOC.COCCOC
LUMO level: 0.0241 Ha
frontier orbital gap: 9.71 eV

CARTESIAN COORDINATES (ANGSTROEM)
C -1.0028 -6.1884 0.4286
C 0.3496 -6.8872 0.2540
C 1.5728 -5.9438 0.1183
C 1.4250 -4.5819 0.8009
C 2.7784 -3.9237 1.1124
P 2.5184 -2.1083 1.6625
C 2.1518 -0.2712 2.2463
F 3.2900 0.3766 2.5903
F 1.3521 -0.3720 3.3545
C 1.3693 0.5757 1.1811
F 2.1287 1.5906 0.7195
F 1.0186 -0.1996 0.1259
F 0.2256 1.0920 1.6851
H -1.8278 -6.8557 0.1783
H -1.1495 -5.9127 1.4754
H -1.0965 -5.2779 -0.1623
H 0.3092 -7.5344 -0.6238
H 0.5132 -7.5470 1.1085
H 1.8062 -5.8258 -0.9415
H 2.4319 -6.4550 0.5621
H 0.8837 -4.6939 1.7413
H 0.8745 -3.9126 0.1318
H 3.2257 -4.4407 1.9662
H 3.4423 -3.9679 0.2474
H 3.3050 -2.2549 2.8284
H 1.1149 -2.3204 1.7891
H 3.1852 -1.5935 0.5170
C -0.0164 4.1408 -0.1726
O 0.0245 5.3620 -0.8894
C -0.2003 6.5002 -0.0743
C 1.0942 7.1950 0.2862
O 1.9125 6.3850 1.1154
C 2.9594 5.7367 0.4169
H 0.3702 3.3623 -0.8279
H 0.6005 4.1811 0.7281
H -1.0468 3.8890 0.1013
H -0.7430 6.2224 0.8345
H -0.8277 7.1929 -0.6443
H 0.8634 8.1072 0.8456
H 1.6319 7.4826 -0.6225
H 3.7407 6.4532 0.1402
H 2.5943 5.2353 -0.4826
H 3.3881 4.9923 1.0862
C -1.7447 0.9267 -0.8340
O -2.7983 1.5565 -1.5402
C -2.9456 1.0853 -2.8694
C -4.0772 0.0886 -2.9905
O -3.8068 -1.1069 -2.2747
C -4.4651 -1.1758 -1.0230
H -1.8391 1.1906 0.2161
H -1.8000 -0.1609 -0.9315
H -0.7740 1.2748 -1.1994
H -2.0119 0.6384 -3.2248
H -3.1674 1.9512 -3.5010
H -4.1989 -0.1819 -4.0441
H -5.0133 0.5391 -2.6469
H -5.5369 -1.3563 -1.1598
H -4.3243 -0.2613 -0.4421
H -4.0373 -2.0128 -0.4730

***

(6)
Here is a molecular structure, C16H32N3O2PPdS5 from the Open Molecules 2025 dataset. Energies are from ωB97M-V/def2-TZVPD.

Values from the calculation:
HOMO level: 0.29 eV
maximum force: 0.71 eV Å⁻¹
energy above the lowest of the compared OMol25 structures with the same formula, charge and spin: 0.593 eV
total charge: -2
LUMO level: 0.1579 Ha
frontier orbital gap: 4.00 eV

CARTESIAN COORDINATES (ANGSTROEM)
Pd -0.5210 0.8223 -0.2675
S 1.7406 1.1322 0.2695
S 2.4321 -0.8060 -0.0160
S 2.0122 -1.2704 -1.9936
S -0.0401 -1.2089 -2.1632
O -0.6236 -0.2501 2.9989
P -0.5432 -1.6833 3.2971
N -1.6670 -2.0601 4.4965
C -1.9886 -1.0051 5.4744
C -2.2775 -1.7663 6.7733
C -2.7192 -3.1449 6.2836
C -1.7824 -3.3768 5.1019
N 0.9860 -2.0529 3.9051
C 1.7061 -3.3022 3.6829
C 3.0915 -3.0069 4.2386
C 3.3354 -1.5849 3.7331
C 1.9549 -0.9157 3.7819
N -0.8461 -2.7042 2.0435
C -0.7118 -4.1580 1.9689
C -1.9541 -4.5966 1.1899
C -2.1242 -3.4507 0.1930
C -1.7918 -2.2077 1.0106
H -2.8592 -0.4375 5.1373
H -1.1685 -0.2944 5.5819
H -3.0222 -1.2672 7.3953
H -1.3595 -1.8676 7.3588
H -3.7528 -3.1054 5.9293
H -2.6428 -3.9249 7.0434
H -2.1839 -4.1028 4.3919
H -0.8122 -3.7552 5.4647
H 1.7917 -3.5463 2.6171
H 1.2201 -4.1392 4.1903
H 3.8384 -3.7243 3.8926
H 3.0646 -3.0314 5.3326
H 3.6906 -1.6111 2.7013
H 4.0723 -1.0440 4.3288
H 1.7659 -0.3204 2.8877
H 1.8493 -0.2561 4.6456
H -0.6546 -4.6244 2.9533
H 0.1895 -4.4384 1.4140
H -2.8164 -4.6526 1.8641
H -1.8197 -5.5725 0.7179
H -3.1203 -3.3938 -0.2471
H -1.4003 -3.5357 -0.6209
H -2.6764 -1.7609 1.4730
H -1.2783 -1.4704 0.3967
O -3.1355 2.8692 -0.2315
S -2.1371 1.9957 -0.9579
C -3.1346 1.5035 -2.4459
C -2.7840 2.4541 -3.6033
C -2.2322 3.7396 -2.9699
C -1.2207 3.2059 -1.9642
H -4.1562 1.6633 -2.0975
H -2.9747 0.4510 -2.6720
H -3.6456 2.6318 -4.2533
H -1.9907 2.0088 -4.2089
H -3.0217 4.2890 -2.4530
H -1.7758 4.3921 -3.7198
H -0.7745 3.9028 -1.2608
H -0.4315 2.6425 -2.4656

***

(7)
Here is a molecular structure, C15H18F3O3Pt at a distorted geometry from the Open Molecules 2025 dataset. Energies are from ωB97M-V/def2-TZVPD.

Values from the calculation:
HOMO level (spin up / spin down): -12.16 / -12.58 eV
maximum force: 2.21 eV Å⁻¹
total charge: +1
LUMO level (spin up / spin down): -0.1094 / -0.2291 Ha
2S+1: 3
frontier orbital gap (spin up / spin down): 9.18 / 6.34 eV

CARTESIAN COORDINATES (ANGSTROEM)
Pt 0.5873 -0.9732 1.8512
C -2.4855 -1.2984 0.8630
O -1.6134 -2.1319 1.6175
C -2.0311 -2.4184 2.9379
C -1.7644 -1.2746 3.9166
O -0.3616 -1.0011 3.9210
C 0.0376 0.1245 4.7041
C 0.0904 1.4069 3.8780
O 1.1083 1.2275 2.9078
C 1.2641 2.3165 2.0076
H -3.5081 -1.6854 0.8944
H -2.1224 -1.3279 -0.1628
H -2.4727 -0.2616 1.2157
H -1.4548 -3.2968 3.2388
H -3.0995 -2.6608 2.9609
H -2.0751 -1.5818 4.9217
H -2.3341 -0.3839 3.6248
H 1.0465 -0.0959 5.0618
H -0.6368 0.2443 5.5558
H 0.3270 2.2611 4.5252
H -0.8766 1.5995 3.3899
H 1.4049 3.2459 2.5665
H 0.3984 2.4121 1.3429
H 2.1517 2.0960 1.4179
F 2.6660 0.6566 -7.0778
C 1.3582 0.5987 -6.7780
F 0.8272 -0.3863 -7.5077
F 0.8124 1.7512 -7.1944
C 1.1634 0.3902 -5.2984
C 0.4943 -0.7319 -4.8208
C 0.4351 -0.9573 -3.4622
C 1.0438 -0.0627 -2.5659
C 1.6510 1.1044 -3.0633
C 1.7074 1.3279 -4.4209
C 1.0300 -0.3512 -1.1928
C 1.0107 -0.6657 -0.0043
H 0.0301 -1.4214 -5.5105
H -0.0657 -1.8311 -3.0741
H 2.0810 1.8152 -2.3759
H 2.1747 2.2205 -4.8115

***

(8)
Here is 5 unconnected molecules or ions with the total composition C5H21N2O5 at a distorted geometry from the Open Molecules 2025 dataset. Energies are from ωB97M-V/def2-TZVPD.

Values from the calculation:
HOMO level: -13.21 eV
maximum force: 2.58 eV Å⁻¹
energy above the lowest of the compared OMol25 structures with the same formula, charge and spin: 1.947 eV
total charge: +1
LUMO level: -0.0934 Ha
frontier orbital gap: 10.67 eV

CARTESIAN COORDINATES (ANGSTROEM)
N 0.7062 -0.4069 2.4996
C 0.6426 -1.0813 1.1658
C 0.7134 -0.0031 0.1009
C 1.5584 1.2717 0.3433
C 2.4950 1.5018 -0.8507
C -0.6277 -1.8827 1.0661
N -0.9636 -2.5685 -0.0448
O -1.4495 -1.8025 1.9704
H 1.6489 -0.0638 2.6571
H 0.1089 0.4406 2.4876
H 0.3875 -1.1218 3.1573
H 1.5142 -1.7325 1.0283
H -0.3230 0.2980 -0.1388
H 0.8864 -0.3299 -0.9168
H 0.8689 2.1014 0.4244
H 2.0626 1.2713 1.3135
H 2.1086 2.2781 -1.5185
H 2.6977 0.6412 -1.4671
H 3.4286 1.9582 -0.5160
H -1.8408 -3.0622 -0.0312
H -0.3715 -2.8848 -0.8056
H -3.8308 -0.0471 -0.3986
H -2.5798 0.6710 -1.1095
O -2.9980 0.4065 -0.2656
H 0.5890 -2.0216 -3.0485
H 1.1843 -3.0694 -2.4564
O 0.9633 -2.1690 -2.1677
H -1.3803 2.3685 2.7288
H -0.5478 2.9204 1.5273
O -0.7666 2.1467 2.0410
H -2.5999 2.0213 -2.7441
H -2.2222 0.7197 -3.4118
O -2.0630 1.2305 -2.6194

***

> Among the records above, which one has the lowest maximum force?

C16H32N3O2PPdS5